Entry 1:
Entry from OMol25: 7 unconnected molecules or ions with the total composition C28H42O21 (ωB97M-V/def2-TZVPD).

```
91
Properties=species:S:1:pos:R:3:forces:R:3
C -11.893101 15.459989 28.481149 -0.94 -0.45 -0.36
C -13.127604 14.641586 28.974509 2.21 -2.06 -0.61
C -14.423951 15.300859 29.060213 -1.28 1.47 1.59
O -15.391965 14.509287 28.357609 0.24 0.92 -0.03
C -14.785708 13.411877 27.866170 0.06 -1.12 0.28
O -15.366847 12.446926 27.433825 1.04 1.54 0.22
O -13.437692 13.533272 28.040852 0.18 0.07 -0.17
H -10.936649 14.957372 28.624922 -0.28 -0.38 -0.16
H -11.742423 16.444970 28.922975 -0.59 -0.04 0.39
H -12.088960 15.631794 27.422752 0.34 0.00 -0.15
H -12.902263 14.118525 29.903869 0.21 0.14 0.06
H -14.288996 16.357112 28.827340 -0.88 -0.01 -1.09
H -14.723104 15.330578 30.107931 -0.32 -0.09 0.02
C -11.811706 6.750273 24.844311 -1.41 -0.35 0.72
C -12.686852 5.637566 25.512604 0.84 0.42 -2.15
C -12.759379 4.298662 24.722326 0.66 0.70 -0.97
O -12.675299 3.307398 25.729806 -0.02 0.01 -0.71
C -12.111342 3.840014 26.803381 -0.58 -1.16 3.08
O -11.924583 3.154157 27.805995 0.35 2.43 -2.26
O -11.962811 5.211282 26.650923 -0.37 -1.49 1.36
H -11.848388 7.708415 25.362672 -0.06 -0.27 0.75
H -12.313257 7.055142 23.925832 0.71 -0.56 -0.67
H -10.774868 6.414911 24.868932 -0.11 0.05 -0.82
H -13.705081 6.008952 25.628318 0.02 0.01 1.08
H -11.885979 4.248363 24.072147 0.35 -0.21 0.06
H -13.591286 4.070050 24.056172 -0.38 0.41 0.52
C -11.307053 -0.355118 37.341817 0.29 0.16 -0.68
C -12.381957 0.159689 36.358396 -0.41 -1.01 -0.02
C -12.521568 -0.607248 35.024556 1.93 -0.74 1.19
O -13.871825 -1.047971 34.897167 -1.12 0.87 -0.67
C -14.532375 -0.610515 35.998941 -3.00 1.95 0.15
O -15.714089 -0.390627 36.266028 2.13 -2.03 -1.92
O -13.656125 -0.185556 36.845772 0.86 0.83 3.89
H -10.282325 -0.117536 37.056179 -0.08 0.98 -0.18
H -11.156599 -1.434491 37.362506 -1.07 -0.26 0.18
H -11.519027 0.054571 38.329397 0.12 -0.19 -0.03
H -12.398272 1.249106 36.326672 0.41 0.04 -0.39
H -12.003210 -1.526728 35.296535 0.60 -0.06 -1.03
H -12.067064 -0.029007 34.220098 -0.66 -0.54 -0.50
C -3.159226 8.226713 23.465666 -1.19 -0.36 -0.01
C -1.875402 7.491758 23.650573 -1.04 1.03 1.39
C -1.793350 6.105510 23.041000 0.82 1.14 -0.86
O -0.542146 6.312097 22.311251 0.42 -4.04 -0.95
C -0.081347 7.517487 22.330660 3.62 3.73 -1.56
O 0.906623 8.083295 21.818500 -2.24 -3.11 0.68
O -0.867780 8.260253 23.036274 -1.32 1.57 1.20
H -3.392962 8.406864 22.416371 0.32 0.38 -0.03
H -3.148907 9.124920 24.083092 -0.12 0.14 -0.42
H -3.992734 7.607111 23.796507 -0.06 -0.07 0.34
H -1.648618 7.594831 24.711727 0.09 -0.91 0.22
H -2.571287 5.907046 22.303765 -0.01 0.24 -0.11
H -1.789772 5.242698 23.707069 0.68 0.27 0.10
C -9.928915 -3.829512 26.452320 0.94 0.19 -1.94
C -8.473314 -4.048723 26.942556 -1.93 -0.02 0.34
C -8.422481 -5.377799 27.660566 2.21 0.78 0.32
O -7.465079 -6.069309 26.833979 0.04 -3.07 1.00
C -6.914951 -5.366729 25.826595 1.08 -3.24 -1.47
O -6.123933 -5.837666 24.972275 -2.87 2.30 3.38
O -7.474378 -4.206582 25.925635 -0.52 3.94 -1.81
H -10.215510 -4.648323 25.792388 0.04 -0.38 0.15
H -9.957157 -2.981124 25.768558 -0.13 0.37 0.29
H -10.720071 -3.736540 27.196310 0.57 0.09 0.40
H -8.193024 -3.204124 27.572002 0.28 -0.12 -0.14
H -9.368031 -5.885227 27.851740 0.21 -0.26 -0.73
H -7.953415 -5.176010 28.623560 0.07 -0.57 0.21
C -6.606031 3.933350 15.773019 0.67 -0.32 -0.04
C -7.964686 3.746749 16.494592 0.29 0.71 -4.07
C -8.284936 2.855428 17.634141 1.71 -0.11 0.04
O -8.129646 3.818036 18.677157 0.28 -4.70 3.76
C -7.921094 5.001170 18.258731 -1.53 3.67 2.11
O -7.802202 5.995999 18.924551 0.80 -0.52 0.22
O -8.195871 5.015520 17.017908 -0.72 2.08 -4.20
H -6.684558 4.634332 14.942014 -0.95 -0.08 -0.17
H -6.192235 3.040268 15.304757 0.10 -0.21 0.43
H -5.863425 4.507753 16.326812 0.17 -0.71 0.78
H -8.616871 3.573684 15.638564 -0.59 0.08 0.28
H -7.485753 2.114452 17.653277 -0.20 -0.30 0.70
H -9.260432 2.369295 17.621213 -0.01 0.42 0.17
C -23.412309 5.884181 19.826037 2.13 1.35 0.52
C -21.837224 5.815581 19.678534 -1.11 0.07 -1.31
C -20.911329 7.114931 19.621107 -2.68 -0.79 -0.50
O -20.097587 6.910461 20.694381 2.36 -0.73 1.85
C -20.308858 5.736934 21.344849 0.49 -0.50 4.04
O -19.772252 5.396272 22.410972 -1.07 1.17 -3.78
O -21.360588 5.078011 20.830931 0.44 0.81 -1.13
H -23.757449 4.891655 20.115622 -0.20 0.31 -0.09
H -23.958402 6.355820 19.009065 0.30 -0.56 -0.43
H -23.502714 6.635186 20.610840 -0.58 -0.42 0.58
H -21.585999 5.289400 18.757597 -0.01 -0.59 0.24
H -21.432006 8.056931 19.793297 -0.29 -0.02 -0.17
H -20.392689 7.170596 18.664017 0.24 -0.10 0.17
```
Positions in Å, forces in eV/Å.

* lowest unoccupied orbital energy: 0.409 eV
* frontier orbital gap: 10.739 eV
* relative energy (zero: lowest compared OMol25 entry of this formula, charge and spin): 157.4 kcal per mole
* SMILES string: C[C@H]1COC(=O)O1.C[C@H]1COC(=O)O1.C[C@H]1COC(=O)O1.C[C@H]1COC(=O)O1.C[C@H]1COC(=O)O1.C[C@H]1COC(=O)O1.C[C@H]1COC(=O)O1
* E_HOMO: -0.37961 Ha

Here are the Löwdin charges for atoms 1 to 2, given in e: atom 1 (C): -0.008, atom 2 (C): -0.291

=====

Entry 2:
Entry from OMol25: a molecular structure, C28H43ClN6O5SiSn (ωB97M-V/def2-TZVPD).

```
85
Properties=species:S:1:pos:R:3:forces:R:3
Sn -0.022416 1.682013 0.095373 -0.24 -0.65 0.95
N -1.395582 3.476042 1.069867 0.42 0.66 -0.12
C -0.893911 4.420386 2.091264 -0.27 1.89 -0.78
C -2.036877 5.409122 2.534498 0.24 0.67 -0.19
C -2.817832 6.227093 1.353630 -1.09 0.25 -0.12
O -2.371261 6.015419 0.199257 0.30 -0.27 0.30
O -3.781033 7.016207 1.632588 1.80 -1.54 0.53
H -1.637959 4.078849 0.258016 0.15 -0.02 0.59
H -2.299172 3.282579 1.455661 -0.69 -0.94 -0.20
H -0.113873 5.037478 1.612936 -0.20 -0.27 0.12
H -0.414660 3.920251 2.926935 -0.25 -0.34 0.12
H -1.568325 6.229036 3.081112 0.25 0.09 0.13
H -2.684337 4.971936 3.307908 -0.27 -0.14 -0.52
C -3.244426 0.823902 1.978966 0.14 0.22 -0.10
Si -2.393557 0.454432 0.350096 1.17 -1.47 -0.66
C -2.311412 -1.611089 0.396480 0.53 1.10 0.75
C -1.240634 -1.920232 1.514290 -2.76 -3.14 1.14
C -3.662101 -2.296478 0.779903 0.46 2.63 -1.08
C -1.826548 -2.197323 -0.967078 -0.83 -0.55 1.22
C -3.346468 1.050460 -1.204120 -0.76 0.20 -0.47
C -4.728462 0.458662 -1.407026 -1.09 -0.34 1.36
C -2.603071 0.578404 -2.489630 0.75 0.44 0.87
C -3.516299 2.611963 -1.232966 0.27 -0.64 -2.08
H -4.258299 0.535315 1.657537 -0.01 -0.37 1.10
H -3.291714 1.836649 2.386269 0.02 -0.01 -0.34
H -2.686915 0.229000 2.736594 -0.98 -0.06 -0.45
H -1.503618 -1.847531 2.639094 -0.32 0.29 -1.80
H -0.359930 -1.428378 1.420059 2.64 1.70 -0.66
H -0.984660 -3.019807 1.412838 -0.17 0.83 0.04
H -3.925861 -2.005914 1.779974 -0.32 0.05 0.54
H -3.557882 -3.341068 0.722237 0.04 -1.58 -0.12
H -4.443112 -1.922375 0.074780 0.33 -0.60 0.57
H -0.934116 -1.697628 -1.356606 -0.23 -0.35 -0.06
H -2.691509 -2.187330 -1.626511 0.12 0.53 -0.53
H -1.708994 -3.302383 -0.842272 0.61 0.60 0.09
H -4.737983 -0.608576 -1.515213 0.50 -0.79 -0.17
H -5.120776 0.817787 -2.350490 -0.57 0.45 -0.10
H -5.442004 0.572466 -0.546209 0.39 0.62 -0.78
H -2.890881 -0.395728 -2.822701 -0.28 -0.75 0.16
H -1.523870 0.521577 -2.366720 0.25 0.15 -0.04
H -2.803942 1.206490 -3.333950 -0.18 0.82 -0.46
H -4.224653 3.080513 -0.526203 0.88 -0.27 0.12
H -3.927235 2.855560 -2.253712 -0.07 -0.26 0.75
H -2.512059 3.045696 -1.360879 -0.38 0.36 0.86
C 3.722081 2.186861 2.348064 -2.22 -0.29 -0.78
C 4.838721 -0.137420 2.444079 -0.28 -0.99 -2.01
C 5.595769 0.098672 3.542744 1.64 0.54 0.73
C 6.928559 -0.360892 3.680173 -1.96 -0.22 0.33
Cl 7.790180 -0.208243 5.201698 0.00 0.06 -0.43
C 7.312150 -1.195803 2.650926 1.85 -0.74 -0.11
C 6.601142 -1.410086 1.470332 -0.07 0.14 0.54
C 5.299491 -0.921197 1.346150 -0.61 1.33 0.69
O 4.619056 -1.102647 0.214914 0.03 -0.26 -0.73
C 3.293607 -0.518003 0.182361 0.28 -2.72 1.02
C 2.316822 -1.038466 -0.873682 -0.59 1.69 1.57
O 2.692835 -1.420740 -1.960471 0.98 -1.14 -1.95
O 1.139201 -0.813640 -0.493822 -0.50 0.02 -0.04
H 4.656413 2.631587 2.318497 2.32 0.41 -0.05
H 3.150513 2.870490 3.005921 -0.34 -0.38 -0.61
H 3.372394 2.193218 1.269595 -0.15 0.05 1.45
H 4.908920 1.838414 4.531960 -0.08 -1.02 -0.30
H 8.270060 -1.757351 2.751555 -0.63 0.72 -0.08
H 7.105021 -1.912750 0.661321 -0.25 -0.31 -0.12
H 3.386813 0.509361 0.086461 0.10 2.11 -0.35
H 2.858567 -0.765991 1.141736 -0.29 0.15 0.12
C 2.019792 -4.657158 -3.072779 -1.84 0.84 0.72
C 0.990732 -3.813704 -3.830151 1.07 -2.28 0.15
C -0.054003 -4.299237 -4.630337 1.17 -1.25 1.03
C -0.744691 -3.177414 -4.934222 0.56 3.10 1.12
N -0.225467 -2.029038 -4.444268 1.08 -1.85 0.63
N 0.879240 -2.508901 -3.731370 -1.32 0.87 -1.25
C -1.985061 -3.131670 -5.621093 -0.61 -0.16 -2.76
H 1.952478 -5.684629 -3.363933 0.28 -0.53 -0.67
H 1.628402 -4.684484 -2.054671 0.18 0.11 0.32
H 3.020260 -4.286788 -2.984323 0.51 0.31 -0.39
H -0.409037 -5.317942 -4.846790 0.68 0.55 0.20
H 1.491059 -1.896989 -3.190116 0.20 0.23 0.39
H -2.174213 -2.123519 -6.015110 -0.58 -0.40 0.47
H -2.737609 -3.665716 -5.095341 -1.20 0.34 0.77
H -1.831097 -3.799594 -6.471650 -0.26 0.16 -0.60
N 4.650857 0.878306 4.228593 -0.19 0.70 0.71
C 3.725094 0.796353 2.986033 1.43 0.57 0.46
N 2.478445 0.242510 3.306463 0.36 -0.78 0.23
C 1.459724 0.648867 2.721951 -1.55 1.16 -0.55
N 0.447043 1.081951 2.256692 0.51 -0.07 -0.38
```
Positions in Å, forces in eV/Å.

* lowest unoccupied orbital energy: 3.821 eV
* frontier orbital gap: 6.376 eV
* total charge: -2
* E_HOMO: -0.09390 Ha

Here are the Löwdin charges for atoms 1 to 2, given in e: atom 1 (Sn): 0.955, atom 2 (N): -0.140

=====

Entry 3:
Entry from OMol25: 2 unconnected molecules or ions with the total composition C28H43N2O8P (ωB97M-V/def2-TZVPD).

```
82
Properties=species:S:1:pos:R:3:forces:R:3
C -1.252579 -6.468021 6.694340 -0.02 5.19 -2.45
C -1.276790 -5.251014 6.234246 0.54 -4.20 0.35
C -1.165132 -3.889489 5.382251 0.83 0.92 0.02
N 0.065281 -3.153594 5.509296 -4.53 0.64 -2.92
C 0.067385 -1.977570 4.664411 0.43 0.70 -0.22
C 1.392604 -1.080475 4.694709 -0.81 2.37 -2.41
C 1.587044 0.200339 3.820325 -3.97 -4.03 0.95
C 0.348944 0.596724 2.868907 -1.14 -1.90 1.36
C 0.592204 1.917154 1.951690 0.56 -1.09 1.11
C 1.747781 1.560892 0.865165 -0.33 0.90 -0.35
C 1.485446 0.198046 0.043267 0.58 -0.02 -0.92
C 2.700744 -0.875109 0.127259 -0.24 -0.67 -0.49
O 3.337944 -0.947252 1.432375 -0.64 -0.97 -0.02
C 3.269612 -2.275570 2.004538 0.19 -1.21 0.55
C -0.972856 -0.243999 2.853890 2.53 0.31 0.81
C -2.242414 0.187619 1.925566 -0.22 0.53 0.88
C -3.465422 0.688965 2.888229 -0.46 -0.09 -0.08
C -4.602917 1.500524 2.100747 -1.03 1.96 -2.73
O -4.493912 2.032155 0.954350 -0.10 -2.35 4.58
O -5.858759 1.668135 2.811756 2.21 -0.40 -1.38
C -1.134118 -1.561657 3.756696 1.03 1.39 -0.73
N -2.389423 -2.276792 3.630648 4.33 -2.55 3.96
C -2.359639 -3.445828 4.469491 0.32 0.48 0.19
C -3.676827 -4.406065 4.416246 0.83 1.56 -0.85
C -3.520584 -5.286612 3.062539 0.43 0.01 -0.30
O -4.739252 -5.253221 2.241963 1.53 0.73 0.04
C -4.608717 -4.190535 1.248505 0.10 0.92 -0.53
C -3.845876 -4.642186 -0.105334 -0.20 -0.49 -0.02
H -1.196066 -7.579856 6.989010 -0.20 2.67 -0.47
H 2.291588 -1.386822 5.362297 -2.00 0.34 -1.18
H 2.568264 0.787596 3.863844 -1.77 -0.97 -0.19
H 0.996915 2.721961 2.680480 -0.65 -1.23 -1.27
H -0.370734 2.335017 1.491332 1.49 -0.87 0.56
H 1.751314 2.454452 0.115682 0.08 -1.59 1.25
H 2.788507 1.576161 1.373117 -1.83 -0.30 -0.75
H 0.493381 -0.331446 0.292681 1.56 0.99 -0.04
H 1.411502 0.490539 -1.083679 0.07 -0.61 1.91
H 2.284061 -1.940899 -0.099064 0.62 1.92 0.08
H 3.539339 -0.648540 -0.649664 -1.52 -0.21 1.28
H 3.856821 -3.037353 1.343744 -1.18 1.23 0.94
H 2.173704 -2.635323 2.180984 1.78 0.66 -0.56
H 3.774991 -2.347171 3.051776 -0.79 0.73 -1.89
H -2.657074 -0.682569 1.303728 0.89 1.16 0.95
H -1.998260 1.059848 1.217787 -0.14 -1.52 1.11
H -3.956600 -0.258029 3.341735 0.81 1.82 -0.47
H -3.071092 1.403731 3.719121 -0.75 -1.38 -1.37
H -6.498691 2.156667 2.227950 1.22 -0.56 0.41
H -4.573862 -3.683306 4.297878 1.44 -1.29 0.09
H -3.824244 -5.020811 5.371147 0.46 0.86 -1.53
H -3.218414 -6.357144 3.347041 -0.84 1.44 -0.55
H -2.667961 -4.884027 2.376115 -1.27 -0.59 1.53
H -4.024783 -3.302560 1.725498 -1.17 -1.36 -0.80
H -5.668017 -3.829579 0.958359 1.67 -0.74 0.71
H -3.836112 -5.804015 -0.145987 0.04 2.00 0.05
H -2.753631 -4.250097 -0.164709 -1.94 -0.69 0.11
H -4.444992 -4.274003 -1.031537 1.18 -0.55 1.62
C 5.175908 2.169310 -4.272327 0.10 0.00 -0.06
C 3.816434 1.867923 -3.666226 0.31 -0.11 0.15
O 2.917168 2.949287 -3.850003 0.32 -0.29 -0.62
P 2.308881 3.200748 -5.368726 -3.64 3.17 8.29
O 1.277812 2.064951 -5.325520 2.58 -0.28 -3.61
O 1.245447 4.418124 -4.984491 0.47 -0.04 -1.34
C -0.134527 4.297390 -5.310089 -0.43 -0.21 0.28
C -0.918385 3.772143 -4.117923 -0.07 0.09 0.19
O 3.474210 4.457364 -5.515904 0.08 -2.68 -2.61
C 3.883314 4.736288 -6.855075 0.17 0.50 -0.47
C 2.736906 5.246905 -7.708736 -0.09 0.08 0.00
H 5.111948 2.218558 -5.363297 0.07 -0.05 -0.01
H 5.897279 1.392566 -4.008947 -0.05 0.01 -0.04
H 5.551041 3.135064 -3.925573 -0.06 -0.11 0.02
H 3.394864 0.951383 -4.091478 -0.02 -0.02 0.05
H 3.924651 1.714155 -2.588672 -0.15 0.11 -0.07
H -0.274013 3.667161 -6.192215 0.01 -0.05 0.17
H -0.500434 5.293989 -5.571537 0.20 0.04 0.04
H -0.472147 2.870164 -3.695298 0.01 -0.02 -0.25
H -1.950842 3.553025 -4.402670 0.06 0.03 0.04
H -0.930221 4.518458 -3.317062 -0.04 -0.03 -0.13
H 4.316949 3.831632 -7.292798 0.14 0.12 -0.09
H 4.670577 5.492885 -6.804526 -0.05 -0.11 0.17
H 1.973409 4.474883 -7.845982 -0.02 -0.03 -0.07
H 3.095264 5.546452 -8.696522 -0.02 -0.06 0.06
H 2.248895 6.101239 -7.233177 0.11 -0.08 -0.03
```
Positions in Å, forces in eV/Å.

* lowest unoccupied orbital energy: -1.688 eV
* frontier orbital gap: 6.729 eV
* relative energy (zero: lowest compared OMol25 entry of this formula, charge and spin): 305.3 kcal per mole
* SMILES string: C#Cc1nc2ccc(CCCCOC)c(CCC(=O)O)c2nc1CCOCC.CCOP(=O)(OCC)OCC
* E_HOMO: -0.30934 Ha

Here are the Löwdin charges for atoms 1 to 2, given in e: atom 1 (C): 0.075, atom 2 (C): -0.059

=====

Question: Look up the frontier orbital gap of the third one.
Answer: 6.729 eV